An isolated molecule of C17H22N4O2. Source: the OMol25 dataset; level of theory: ωB97M-V/def2-TZVPD.

Values from the calculation:
- LUMO (eV) = -0.187
- HOMO (eV) = -8.6
- largest force on an atom (eV/Å) = 1.0
- orbital gap (eV) = 8.4
- SMILES string = Cc1ccc(-c2ccc(=O)n(CC(=O)NCCN(C)C)n2)cc1
- total energy (a.u.) = -1030.50371
- energy above the lowest of the compared OMol25 structures with the same formula, charge and spin (eV) = 1.697
- net charge = 0

Geometry (Å):
C1 4.8419 -1.4344 -2.1914
C2 3.5413 -0.7433 -1.9253
C3 3.4942 0.6011 -1.5813
C4 2.2896 1.2321 -1.3318
C5 1.0922 0.5266 -1.4207
C6 -0.1946 1.1483 -1.0997
C7 -0.4219 2.5578 -1.1437
C8 -1.6232 3.0391 -0.7531
C9 -2.6725 2.1561 -0.2882
O1 -3.7626 2.4939 0.1359
N1 -2.3243 0.8080 -0.3586
C10 -3.2907 -0.1978 0.0364
C11 -2.6386 -1.3161 0.8580
O2 -2.8779 -2.4836 0.6546
N2 -1.8189 -0.8692 1.8318
C12 -0.9150 -1.7567 2.5280
C13 0.4948 -1.7608 1.9179
N3 1.4122 -0.8495 2.5851
C14 1.0241 0.5394 2.4552
C15 2.7652 -1.0526 2.1071
N4 -1.1509 0.3411 -0.7346
C16 1.1368 -0.8262 -1.7650
C17 2.3422 -1.4464 -2.0138
H1 4.8653 -1.8134 -3.2124
H2 4.9631 -2.2839 -1.5204
H3 5.6810 -0.7576 -2.0526
H4 4.4135 1.1633 -1.4987
H5 2.2919 2.2715 -1.0389
H6 0.3502 3.2191 -1.5058
H7 -1.8572 4.0925 -0.7697
H8 -3.7432 -0.6549 -0.8483
H9 -4.0719 0.3097 0.6110
H10 -1.6368 0.1195 1.8984
H11 -1.3512 -2.7532 2.4402
H12 -0.8602 -1.4783 3.5822
H13 0.4127 -1.5415 0.8386
H14 0.9144 -2.7631 2.0266
H15 0.8976 0.8495 1.4059
H16 1.7946 1.1633 2.9060
H17 0.0972 0.7150 2.9990
H18 2.8752 -0.8307 1.0342
H19 3.0537 -2.0881 2.2799
H20 3.4406 -0.4085 2.6680
H21 0.2107 -1.3758 -1.8319
H22 2.3609 -2.4939 -2.2773

Atomic forces in eV per Å
C 0.0011 -0.0299 -0.0204
C -0.0308 0.1017 0.0421
C 0.0921 -0.1254 -0.0549
C -0.3172 -0.0572 0.0033
C 0.4393 -0.2293 -0.1341
C -0.7191 -0.0952 0.1842
C -0.4631 0.1220 0.1541
C 0.3517 0.0342 -0.1204
C 0.0068 -0.1568 0.0731
O -0.1523 0.2401 -0.0164
N -0.2166 0.5808 0.0846
C -0.3720 -0.4320 0.0106
C -0.1107 0.6316 -0.0820
O -0.1071 -0.3511 -0.1938
N 0.0299 0.2625 0.4038
C 0.2037 -0.1974 -0.1541
C -0.1046 -0.0811 0.2082
N -0.0012 -0.0748 0.0477
C 0.0309 -0.1016 0.0129
C -0.0324 0.0243 0.0151
N 0.8670 -0.2635 -0.3517
C 0.0066 0.1310 -0.0358
C 0.0382 0.0937 0.0353
H 0.0787 -0.0400 -0.0517
H 0.0763 -0.0569 0.0189
H 0.0848 -0.0031 -0.0052
H 0.0984 0.0351 0.0061
H -0.0069 0.1088 0.0267
H 0.0574 0.0738 -0.0057
H -0.0214 0.0622 0.0051
H 0.0700 0.0428 0.1402
H 0.1465 -0.1305 -0.1023
H -0.0836 -0.0778 -0.1316
H 0.0580 0.1081 0.1128
H -0.0018 -0.0781 -0.0164
H 0.0101 -0.0608 0.0521
H 0.0013 -0.0047 -0.0550
H -0.0122 0.0250 -0.0151
H -0.0330 0.0788 0.0279
H -0.0774 0.1118 0.0274
H 0.0265 0.0089 -0.0591
H 0.0669 -0.0495 -0.0231
H 0.0947 0.0170 -0.0138
H -0.0622 -0.0745 -0.0097
H -0.0112 -0.1229 -0.0397